Entry 1:
93
Properties=species:S:1:pos:R:3:forces:R:3 method="wB97M-V/def2-TZVPD" lumo_energy_ha=0.0057 total_energy_ha=-4724.86185 multiplicity=1 gap_ha=0.291
Sc -0.468850 -0.564194 0.602474 0.0081 0.2744 -0.8691
C 1.710438 3.032901 -2.273954 0.0072 -0.0132 0.0565
C 1.745046 2.892891 -0.751718 -0.1574 -0.0078 0.0313
C 2.040414 4.245917 -0.100506 -0.0286 -0.0402 -0.0027
C 2.743692 1.849028 -0.292142 0.0099 0.0214 -0.0638
C 4.038552 1.862512 -0.799442 -0.0158 -0.0246 0.0130
C 4.974595 0.927415 -0.393469 -0.0357 0.0067 -0.0110
C 4.626336 -0.019909 0.552412 -0.0288 0.0446 0.0078
C 3.349160 -0.054051 1.100474 0.0896 -0.0240 0.0272
C 3.010529 -1.072888 2.167996 -0.1310 0.0731 0.1158
C 2.744466 -2.450783 1.561743 -0.0039 0.0191 -0.0575
C 4.087876 -1.169551 3.248634 -0.0364 -0.0102 -0.0238
C 2.397358 0.871381 0.651292 0.0220 -0.0456 -0.1530
N 1.050844 0.788473 1.104715 -0.2967 -0.0818 0.2333
C 0.751654 1.489859 2.253373 -0.0075 0.0603 0.0761
C 1.677132 2.135176 3.091232 -0.0013 0.0269 -0.0944
C 1.277621 2.807502 4.234350 -0.0486 0.0010 -0.0125
C -0.056236 2.871382 4.610500 -0.0197 -0.0357 -0.0308
C -1.005138 2.235253 3.818474 0.0458 -0.0157 -0.0414
C -0.568700 1.587144 2.696198 -0.0870 -0.0217 0.0253
F -1.541031 0.929696 1.900423 0.0939 0.1314 0.1290
H 0.940406 3.746921 -2.572110 0.0297 0.0295 0.0022
H 1.506728 2.077204 -2.759286 -0.0247 -0.0259 -0.0221
H 2.657013 3.405761 -2.661651 0.0806 0.0281 -0.0280
H 0.751606 2.565076 -0.416559 0.1787 0.0481 -0.0585
H 3.022648 4.610223 -0.405116 0.0543 0.0161 -0.0107
H 2.028844 4.172641 0.985711 0.0009 -0.0152 0.0675
H 1.298593 4.986644 -0.400093 -0.0503 0.0620 -0.0200
H 4.319871 2.612405 -1.525371 0.0220 0.0604 -0.0577
H 5.973638 0.942495 -0.807246 0.0428 0.0063 -0.0147
H 5.362215 -0.739100 0.881568 0.0671 -0.0681 0.0311
H 2.094853 -0.737432 2.660734 0.1282 -0.0471 -0.0599
H 3.648442 -2.834933 1.085473 0.0488 -0.0221 -0.0335
H 1.965880 -2.422849 0.793896 0.0108 0.0032 0.0004
H 2.436576 -3.153748 2.335460 -0.0208 -0.0481 0.0368
H 4.995155 -1.644926 2.874816 0.0591 -0.0163 -0.0245
H 3.718212 -1.769487 4.079309 -0.0136 -0.0415 0.0335
H 4.355128 -0.185034 3.631573 0.0053 0.0578 0.0269
H 2.723132 2.095310 2.820483 0.0494 0.0055 -0.0034
H 2.028353 3.286253 4.846378 0.0500 0.0297 0.0395
H -0.358094 3.391754 5.506562 -0.0152 0.0198 0.0327
H -2.056643 2.233419 4.064150 -0.0642 0.0001 0.0179
N -2.259253 -2.235853 0.704758 0.0187 0.0737 0.2330
C -2.717847 -3.074231 -0.378069 0.0309 0.0626 -0.0330
C -4.044706 -3.483566 -0.360328 0.0146 -0.0040 -0.0510
C -4.564272 -4.278559 -1.366386 0.0639 0.0062 -0.0148
C -3.735185 -4.675670 -2.403050 -0.0479 0.0151 0.0443
C -2.414358 -4.266456 -2.418542 0.0088 -0.0072 -0.0288
C -1.863425 -3.460944 -1.417754 -0.0371 0.0030 0.0654
C -0.459583 -2.986539 -1.590692 -0.0289 0.0398 -0.0686
C 0.455999 -3.808188 -2.250094 0.0242 0.0009 0.0000
C 1.702397 -3.328000 -2.630487 -0.0198 0.0791 0.0314
C 2.036102 -2.002582 -2.392781 -0.1228 -0.1054 -0.0630
C 1.132047 -1.203136 -1.703136 0.1542 0.0068 0.1731
C -0.100468 -1.674991 -1.235438 0.0837 0.0675 0.1008
H -1.714994 -2.789538 1.373287 -0.1074 0.0630 -0.1793
H -3.076743 -1.922302 1.230837 0.2224 -0.0792 -0.0312
H -4.675716 -3.177397 0.465214 -0.0383 0.0139 0.0414
H -5.599599 -4.583617 -1.336110 -0.0681 -0.0186 -0.0006
H -4.116842 -5.288754 -3.206542 -0.0257 -0.0343 -0.0390
H -1.791298 -4.545375 -3.257668 0.0033 0.0083 0.0052
H 0.202640 -4.839611 -2.463761 0.0057 -0.0059 -0.0018
H 2.401488 -3.988408 -3.124412 0.0404 -0.0297 -0.0242
H 2.986696 -1.602219 -2.718123 0.0540 0.0103 -0.0171
H 1.428282 -0.172553 -1.497121 0.0102 -0.0793 0.0157
B 0.234208 -3.044052 4.709057 0.0311 -0.0050 -0.0187
C -0.045281 -2.178696 3.437786 -0.1400 0.2456 -0.3560
N -0.249308 -1.554788 2.475998 0.1120 -0.5569 0.8046
H 0.344224 -4.182865 4.313520 0.0009 -0.0299 -0.0116
H -0.712742 -2.904904 5.445782 -0.0368 0.0128 0.0231
H 1.260652 -2.626639 5.191643 0.0434 0.0213 0.0163
C -1.082405 0.885909 -3.936876 0.0270 -0.0138 -0.0064
C -1.587031 1.971098 -2.994425 0.0484 -0.0232 0.0349
As -1.881607 1.277672 -1.190829 -0.4016 -0.1764 0.1867
C -2.710303 2.811362 -0.263488 0.0726 0.0198 0.0204
C -3.296776 3.920510 -1.128565 0.0111 0.0000 0.0169
C -3.441252 0.101586 -1.484706 0.0337 0.0392 -0.0011
C -4.566449 0.606266 -2.375278 0.0104 -0.0210 0.0126
H -0.883016 1.298102 -4.926523 -0.0079 0.0065 -0.0238
H -1.816228 0.087015 -4.050054 -0.0259 -0.0408 -0.0045
H -0.164581 0.426260 -3.569289 0.0015 0.0111 -0.0024
H -2.532693 2.389492 -3.343707 0.0441 0.0064 0.0163
H -0.871659 2.791725 -2.918691 -0.0902 -0.0962 0.0127
H -1.937746 3.223464 0.392662 -0.0398 -0.0529 -0.0288
H -3.470913 2.379676 0.394261 0.0411 0.0116 -0.0449
H -2.524076 4.417482 -1.715383 0.0125 0.0010 -0.0188
H -3.767818 4.679073 -0.500998 0.0079 0.0092 -0.0037
H -4.051565 3.552891 -1.821698 -0.0310 -0.0235 -0.0228
H -3.828092 -0.113304 -0.481898 0.0529 0.0013 -0.0447
H -3.033656 -0.840131 -1.864657 -0.0195 0.0858 0.0194
H -5.031241 1.504729 -1.972754 -0.0183 0.0616 0.0249
H -5.344625 -0.153054 -2.463716 -0.0266 -0.0199 -0.0090
H -4.217698 0.828860 -3.382517 0.0312 0.0191 -0.0600

***

Entry 2:
93
Properties=species:S:1:pos:R:3:forces:R:3 method="wB97M-V/def2-TZVPD" lumo_energy_ha="-0.5056 / -0.5422" total_energy_ha=-5268.66026 multiplicity=3 gap_ha="0.160 / 0.124" charge=+4
C -5.124777 -1.163436 -0.049858 -1.2512 0.1810 0.3610
C -4.094095 -1.632393 -0.833706 1.6735 1.3007 -0.3553
C -4.207962 -2.326172 -2.038250 -0.3618 0.0828 -0.0883
C -5.533052 -2.662272 -2.303544 0.5446 0.1228 -0.7845
N -6.570217 -2.280881 -1.575408 -0.3404 -0.4675 0.4391
C -6.378285 -1.589280 -0.464357 -0.0454 0.8351 0.1939
C -2.864607 -1.319289 -0.214127 0.3424 -1.3001 0.1195
C -1.985651 -1.318389 0.605677 3.0035 -1.0449 2.4583
C -1.005009 -2.013891 1.502624 -1.5080 -2.5245 -0.2091
C 0.334909 -1.790441 1.702869 4.0228 6.3346 -3.6244
C 1.701664 -2.390366 1.768077 -4.8412 2.2901 -0.3370
C 1.402841 -3.654376 2.256860 2.2910 0.8837 -0.4715
C 0.026849 -4.020016 2.380508 0.8584 -1.5162 0.8712
C -1.217208 -3.332577 2.034125 1.3213 0.2127 -0.2573
W 1.521020 -0.230516 0.966539 -2.4833 -1.0691 -5.6868
P -0.630085 0.970310 -1.121818 -2.3557 1.7586 -2.4416
H -3.381630 -2.517136 -2.782020 -0.9497 -0.0121 1.2905
H -4.991117 -0.447692 0.810609 -0.0554 -1.2199 -0.9420
H -5.739004 -3.222560 -3.195454 -0.3337 -0.1955 -0.3098
H -7.219631 -1.265248 0.125796 -0.5325 -0.1798 -0.1862
H -2.232124 -3.804749 2.093105 1.2521 0.1855 0.0542
H 2.671280 -0.103817 2.402768 1.8881 -0.2962 -0.8365
H 0.051595 -5.013239 2.803233 -1.0765 -0.4285 -0.0505
H 2.696884 -1.644637 1.553690 -1.1429 -2.3804 1.1865
C 0.052424 2.556553 -1.850369 0.9408 0.0858 0.4035
C -0.638175 3.204991 -3.072328 -0.2530 0.1277 -0.3060
H 1.103293 2.329274 -2.084807 -0.0880 0.3098 -0.0218
H 0.068942 3.312479 -1.047644 0.0064 -0.1664 -0.1473
H -0.081972 4.100454 -3.408983 0.0633 -0.5109 0.3787
H -0.674555 2.525275 -3.939556 -0.0940 0.3075 0.3950
H -1.644404 3.579402 -2.811900 0.6433 -0.4497 -0.4039
C -1.307415 0.176991 -2.665614 0.0617 -1.1091 -0.7632
C -2.655587 0.636889 -3.293966 -0.6396 0.3487 0.0752
H -1.411276 -0.879910 -2.388871 0.0287 -0.0083 -0.2214
H -0.575956 0.220313 -3.489972 -0.0260 0.0604 0.6339
H -2.898261 0.052917 -4.208261 0.5911 0.0736 0.5421
H -3.516454 0.448063 -2.627154 0.4570 0.3379 -0.1801
H -2.641288 1.693333 -3.627486 -0.0605 -0.7387 0.3877
C -2.168052 1.627555 -0.330644 -0.4260 0.0970 1.0281
C -2.889690 2.875993 -0.893197 -0.0345 0.3357 -0.2217
H -1.849484 1.821751 0.702490 -0.3062 -0.0032 -0.1362
H -2.893523 0.809354 -0.260027 0.4085 0.4044 -0.0796
H -3.755774 3.134067 -0.258004 0.4312 -0.3930 0.0451
H -2.252442 3.779160 -0.882201 -0.3452 -0.4638 -0.1766
H -3.327285 2.688942 -1.893658 0.4948 0.2635 0.6368
Br 3.327498 -4.274543 2.519822 -1.9295 -1.1672 0.3145
P 2.276515 -1.239225 -1.779970 -0.5560 0.5359 0.7824
C 1.939247 -0.428581 -3.335368 -0.4537 0.0231 -0.1515
C 3.180140 -0.518353 -4.234656 0.2351 0.1982 -0.7197
H 1.627522 0.624209 -3.161122 0.2368 -0.6893 -0.2403
H 1.104999 -1.003976 -3.791251 0.3710 0.4881 0.2679
H 2.869335 -0.026603 -5.165657 0.3173 -0.1171 0.0690
H 4.036670 0.056634 -3.837132 -0.3589 -0.4315 -0.2760
H 3.460580 -1.559806 -4.503525 -0.1044 0.7420 0.3517
C 3.959010 -0.874518 -1.216450 -0.2756 0.4871 -0.1938
C 4.919978 -1.994291 -1.579174 0.7550 -0.1643 0.3153
H 3.970796 -0.642245 -0.121728 0.1452 -0.1546 -0.3999
H 4.203994 0.067558 -1.746976 0.0068 -0.2910 0.4824
H 5.869006 -1.716293 -1.119340 0.1623 -0.2148 -0.1095
H 4.621039 -2.959428 -1.146841 0.0951 0.2227 -0.2870
H 5.090598 -2.061229 -2.664606 -0.2185 -0.0693 0.4303
C 1.788566 -2.962849 -1.867830 -0.1533 -0.3387 0.5239
C 2.328832 -3.681785 -3.114003 0.1206 -0.5624 -0.4250
H 0.678164 -2.993669 -1.876305 0.5185 0.1063 0.1117
H 2.135281 -3.441749 -0.930950 -0.1818 0.0734 -0.4234
H 1.990814 -4.720863 -3.021148 0.1556 0.1122 -0.0479
H 1.874090 -3.317052 -4.052934 0.3723 0.0137 0.4629
H 3.434838 -3.701691 -3.175416 -0.7263 0.1199 -0.0299
N 1.105765 1.605224 0.736373 0.0135 -2.7074 -2.1513
S 1.637101 0.848682 2.791254 -2.4650 4.5755 8.6942
C 2.095844 2.576860 3.027222 1.4135 1.8851 0.9709
C 1.201924 3.684113 3.078822 0.1718 -0.4028 -0.1332
C 1.657166 4.967557 3.476384 -0.9776 -0.5116 -0.4036
C 2.957858 5.154671 3.884403 1.8560 -0.4273 0.4454
C 3.878399 4.062988 3.878966 -1.6898 0.0969 -0.6308
C 3.421635 2.802580 3.440301 0.3404 0.2360 0.1984
C 0.013964 0.658450 3.679014 0.1438 -0.0249 0.0926
C 0.140518 -0.264089 4.722816 -0.8518 -0.1646 -0.7437
C -1.054420 -0.737776 5.310445 1.2540 0.4270 -0.3394
C -2.278259 -0.285549 4.831616 -0.7339 -0.2692 0.3262
C -2.381531 0.680953 3.821711 1.2083 0.3406 -0.0819
C -1.202079 1.237859 3.269052 -0.2141 -0.8335 -0.1463
H 1.012997 2.535675 0.344254 0.1892 0.3373 0.5181
H 0.157423 3.559344 2.854948 -0.1878 0.0628 -0.0866
H 0.960657 5.836335 3.479661 0.4451 -0.9769 -0.0089
H 3.317040 6.139926 4.247246 -0.4015 -0.7487 -0.3549
H 4.902209 4.206993 4.201726 -0.0877 -0.1290 -0.0217
H 4.097942 1.961435 3.451363 0.2940 -0.0359 0.0918
H 1.138833 -0.642828 4.944638 -0.4056 -0.0587 0.3896
H -0.951568 -1.467101 6.106046 -0.3353 0.0935 0.0131
H -3.198021 -0.698544 5.286203 0.5816 0.3045 -0.3945
H -3.353910 0.991912 3.449794 0.1588 0.1428 0.2424
H -1.240650 2.033897 2.512517 -0.0273 -0.5960 0.4440

***

Molecular weight in g mol⁻¹, matching the order above: 685.51, 879.57
ΔE to the lowest compared entry with this formula, charge and spin in kJ/mol, matching the order above: 0.0, 677.5
F_max in eV/A, matching the order above: 1.0, 10.1